Density functional theory data (wB97M-V/def2-TZVPD) for a 2-piece molecular cluster, C17H36NO5PS2 overall.

Output
total energy = -60898.7968 eV
SMILES = COCCCCCCCCC[C@@H]1CC(=O)N[C@@H]1[PH2]=S.CCOS(C)(=O)=O
LUMO level = 0.249 eV
total charge = 0
HOMO = -8.89 eV
frontier orbital gap = 9.137 eV

XYZ file:
```
62
Properties=species:S:1:pos:R:3:forces:R:3
S -0.473 -2.202 -3.363 -0.1005 -0.0675 -0.3908
S -4.010 -0.303 -1.286 -0.2097 0.0790 0.0056
P -4.582 1.399 -0.528 0.5135 -0.8966 -0.5690
O 5.031 1.956 2.011 0.1678 0.0924 0.1875
O -0.469 -3.299 -2.446 0.0152 0.0260 0.1710
O -5.326 4.295 2.677 1.9539 -1.7189 -0.7762
O 0.304 -2.621 -4.688 -0.1315 -0.0679 -0.0021
O 0.012 -0.923 -2.942 0.0974 0.0732 0.1765
N -3.899 3.511 0.978 -0.1588 -0.2124 0.6644
C 3.089 0.373 0.765 -0.1864 -0.4667 -0.2792
C -4.524 3.452 2.278 -1.8068 1.3191 0.4473
C -3.275 -0.085 2.066 0.6912 0.3128 -0.1768
C -3.189 1.435 2.000 0.1812 0.1207 0.0376
C 0.795 -0.733 0.645 0.3370 -0.3468 -0.3860
C -2.019 -0.740 1.428 -0.8942 0.2615 0.6358
C 4.489 0.368 0.168 -0.0330 0.3010 0.5016
C 0.426 -1.383 1.968 0.1331 0.5857 0.2823
C 2.299 -0.873 0.345 -0.2785 0.5501 0.4635
C 2.335 -3.764 -3.874 -0.1656 -0.0193 0.1218
C 4.429 3.211 1.792 -0.1667 -0.4038 -0.0023
C 5.490 1.350 0.825 -0.0962 -0.2312 -0.2755
C -4.030 2.218 3.023 0.0910 0.4293 -0.9797
C -0.985 -1.073 2.494 0.0256 -0.4860 -0.2952
C -2.073 -2.044 -4.073 0.0323 -0.0152 -0.0129
C 1.747 -2.604 -4.653 0.4693 0.0012 0.0317
C -3.409 2.163 0.634 0.0401 0.4727 0.9116
H 2.467 -1.071 -0.708 0.0038 -0.1384 -0.2155
H 1.951 -4.711 -4.250 0.0344 -0.0081 -0.0407
H -3.339 2.631 3.749 -0.2075 -0.0975 0.6034
H -4.833 1.670 3.495 -0.1684 -0.0861 0.1847
H -2.358 -1.637 0.926 0.2451 -0.1780 -0.3426
H 3.421 -3.759 -3.970 0.0029 0.0292 -0.0710
H 2.086 -1.643 -4.262 -0.1091 0.0131 0.0548
H 2.538 1.244 0.419 -0.0353 0.2555 0.0526
H -2.341 -2.983 -4.550 0.0389 -0.0268 0.0177
H 5.788 2.117 0.111 0.0115 0.2033 -0.1047
H 6.392 0.802 1.077 0.1778 -0.0500 0.1738
H 2.086 -3.702 -2.817 0.0041 0.0279 0.0123
H -4.175 -0.453 1.589 -0.3043 -0.1025 0.0827
H 1.142 -1.022 2.708 0.1079 -0.0545 0.1765
H 3.519 3.106 1.202 -0.1475 0.0891 -0.1513
H -2.155 1.689 2.232 0.2171 -0.1006 0.0654
H 0.534 0.323 0.641 -0.0832 0.2255 0.0703
H -0.955 -0.290 3.248 0.1127 0.3160 0.0060
H -4.763 2.353 -1.537 -0.2222 0.3335 0.3119
H -2.068 -1.225 -4.786 0.0262 0.0187 0.0118
H 5.112 3.882 1.273 0.1243 0.2159 -0.0371
H 4.891 -0.635 0.272 0.0605 -0.2266 -0.1377
H 0.601 -2.452 1.905 -0.1182 -0.2484 -0.1513
H -1.632 -0.048 0.693 0.1508 -0.0676 -0.3293
H 0.235 -1.184 -0.170 -0.1822 -0.0528 -0.0599
H -2.442 2.268 0.160 0.0204 -0.2327 -0.5631
H -5.789 1.353 0.190 -0.0484 0.2783 -0.0055
H 3.128 0.393 1.848 0.0501 0.2307 0.2180
H -3.282 -0.324 3.125 -0.2807 -0.3096 0.1736
H -2.749 -1.829 -3.250 -0.0364 0.0486 0.0347
H 2.048 -2.659 -5.697 -0.1472 0.0132 -0.0545
H 2.671 -1.702 0.942 0.2318 -0.3724 -0.2288
H -1.348 -1.960 3.010 -0.0771 -0.0488 0.2819
H 4.397 0.599 -0.888 0.1204 -0.1296 -0.2770
H 4.160 3.614 2.759 0.0369 0.1522 0.1845
H -3.124 4.157 1.067 -0.1308 0.3879 -0.4394
```
Forces are in eV/Å.



Density functional theory data (wB97M-V/def2-TZVPD) for C20H26Br4IrO2Si as an isolated structure.

Output
spin multiplicity = 2
total energy = -316141.4478 eV
LUMO level (alpha / beta) = -0.628 / -0.729 eV
total charge = 0
HOMO (alpha / beta) = -7.40 / -7.72 eV
frontier orbital gap (alpha / beta) = 6.772 / 6.991 eV

XYZ file:
```
54
Properties=species:S:1:pos:R:3:forces:R:3
Ir 0.044 0.208 0.094 -2.5830 2.4377 1.7005
Br 3.489 -3.223 1.402 0.0031 -0.0033 0.0641
Br -0.179 0.811 5.060 0.0199 -0.0257 -0.0192
Br 1.814 -1.421 6.581 0.0072 -0.0085 0.0358
Br 3.630 -3.475 4.723 0.0279 -0.0278 0.0433
Si 1.222 -3.261 -2.438 -0.1552 0.0734 0.1511
O 0.082 0.514 2.029 0.3477 -0.9414 1.1042
O 1.534 -0.972 0.594 0.7628 -0.6861 -0.4611
C -2.053 0.796 -0.842 0.6228 -0.8402 -0.1673
C 0.756 -3.556 -4.233 0.0073 -0.0931 -0.0883
C -0.144 1.964 -1.348 0.2325 0.1798 -0.1520
C 3.053 -2.927 -2.348 0.0901 -0.0015 -0.0542
C 0.852 -0.329 2.718 0.1512 0.0292 -0.5501
C 1.749 -1.326 4.702 0.0423 -0.0476 -0.0376
C -1.719 1.525 0.310 -0.2310 0.5514 0.0057
C -3.235 -0.099 -0.989 -0.0285 -0.0817 0.0831
C 0.910 -0.388 4.097 0.0502 -0.0605 0.0099
C 0.969 2.578 -2.136 0.0649 0.0504 0.0960
C -0.518 2.243 0.034 0.5090 0.2935 -0.3687
C 0.737 -4.758 -1.434 0.0366 -0.0912 0.0442
C 0.083 3.278 0.927 -0.0014 -0.0316 0.0491
C 1.652 -1.164 1.921 -0.2238 0.3039 -0.0533
C 2.477 -2.100 2.520 -0.0209 0.1068 -0.0095
C 2.521 -2.185 3.917 -0.0368 0.0386 0.0236
C -1.105 1.104 -1.881 0.4663 -0.4244 -0.5082
C -2.504 1.648 1.576 -0.0129 -0.1433 0.0229
C -1.099 0.638 -3.300 -0.1493 -0.0306 -0.0397
C 0.298 -1.759 -1.852 0.5716 -0.7183 -0.5232
H 0.566 3.217 -2.925 -0.0174 0.0161 0.0261
H -2.654 2.703 1.813 -0.0265 0.0019 -0.0381
H 1.584 1.815 -2.614 -0.0259 -0.0086 -0.0089
H -0.539 4.176 0.913 0.0245 0.0122 -0.0218
H 1.178 -5.666 -1.854 -0.0118 0.0039 0.0221
H -1.829 -0.149 -3.480 0.0112 0.0027 0.0099
H -0.750 -1.793 -1.581 -0.0407 0.2278 -0.1493
H -0.347 -4.890 -1.421 0.0077 0.0007 -0.0030
H -3.381 -0.711 -0.100 -0.0012 0.0194 0.0073
H -4.136 0.504 -1.129 0.0014 -0.0008 -0.0192
H -3.481 1.176 1.487 0.0045 -0.0036 -0.0235
H -3.137 -0.761 -1.848 0.0139 -0.0009 0.0102
H 0.831 -0.811 -1.933 -0.3750 -0.1614 -0.1992
H -1.326 1.465 -3.978 -0.0221 0.0091 0.0258
H -0.320 -3.696 -4.359 0.0097 0.0014 0.0131
H 3.619 -3.769 -2.755 0.0064 0.0191 0.0111
H -0.120 0.244 -3.582 -0.0398 0.0195 -0.0010
H 1.066 -2.725 -4.871 -0.0091 0.0011 0.0184
H 1.086 3.553 0.604 0.0049 -0.0246 0.0006
H 1.619 3.185 -1.509 0.0005 -0.0232 0.0075
H -1.969 1.200 2.414 -0.0158 0.0194 -0.0031
H 1.081 -4.663 -0.401 -0.0162 0.0114 -0.0106
H 1.256 -4.459 -4.595 -0.0223 0.0221 -0.0350
H 0.140 2.916 1.952 -0.0160 0.0077 -0.0002
H 3.316 -2.039 -2.929 -0.0048 -0.0122 -0.0103
H 3.370 -2.761 -1.319 -0.0104 0.0318 -0.0299
```
Forces are in eV/Å.



Density functional theory data (wB97M-V/def2-TZVPD) for C4H8EuO3 as an isolated structure.

Output
spin multiplicity = 8
total energy = -29746.5117 eV
LUMO level (alpha / beta) = -0.212 / -0.337 eV
total charge = 0
HOMO (alpha / beta) = -6.57 / -7.36 eV
frontier orbital gap (alpha / beta) = 6.358 / 7.022 eV

XYZ file:
```
16
Properties=species:S:1:pos:R:3:forces:R:3
Eu -0.198 0.913 1.320 -0.7327 0.4594 0.4923
O -0.719 -0.899 2.358 0.1114 -0.3510 -0.0502
O 1.445 1.764 -0.214 0.5830 0.2739 -1.8114
O -1.494 -0.030 -0.171 0.1073 0.0891 0.1553
C -1.741 -1.594 1.703 -0.3103 -0.2305 0.2618
C -1.761 -1.361 0.180 0.0505 -0.1476 -0.2630
C 2.559 1.179 -0.904 -0.0206 -0.4794 -0.4453
C 1.489 1.782 -1.703 0.3429 0.9916 0.1858
H -1.633 -2.684 1.881 -0.2621 0.2105 -0.0450
H 0.663 1.342 -2.260 0.2815 -0.8451 0.6963
H 1.739 2.733 -2.177 -0.0897 0.1849 0.6803
H -1.001 -2.032 -0.278 -0.2272 0.0998 0.0392
H 3.483 1.738 -0.749 -0.1921 -0.1747 -0.2228
H -2.731 -1.278 2.103 0.2451 -0.1805 -0.0446
H -2.756 -1.666 -0.203 0.2752 -0.1187 0.0565
H 2.656 0.092 -0.888 -0.1620 0.2183 0.3148
```
Forces are in eV/Å.



Density functional theory data (wB97M-V/def2-TZVPD) for C24H40B2Br30O8S as an isolated structure.

Output
total energy = -2155380.5194 eV
LUMO level = -0.601 eV
total charge = 0
HOMO = -9.87 eV
frontier orbital gap = 9.271 eV

XYZ file:
```
105
Properties=species:S:1:pos:R:3:forces:R:3
Br 0.031 4.974 4.451 0.0406 -0.0056 -0.0923
Br -6.529 -6.143 -2.465 0.0049 -0.0114 0.0516
Br -3.010 6.259 0.446 0.0727 -0.0469 0.0072
Br -1.316 3.638 -0.195 0.0904 0.1379 -0.1092
Br 8.673 -3.870 -2.323 -0.1079 -0.0335 0.0067
Br 2.445 3.260 3.301 0.0805 0.2505 0.0500
Br -7.929 -5.042 0.175 0.0231 -0.0449 -0.0794
Br 5.342 1.569 -5.567 -0.0466 0.0107 0.0475
Br 8.337 0.759 -4.833 -0.0664 0.0011 0.0208
Br -6.294 -4.137 3.552 -0.0294 0.1058 0.0184
Br 6.180 1.122 -2.522 0.0388 -0.0464 -0.2050
Br 10.063 2.181 -0.123 -0.0822 -0.0458 0.0053
Br 6.673 0.227 -9.794 -0.0141 0.0750 0.0360
Br -6.940 9.130 0.491 0.0345 -0.0260 -0.0570
Br 9.106 -0.822 -0.609 0.0537 0.1611 0.0448
Br -5.890 -7.477 0.359 -0.0182 0.0290 -0.0318
Br -7.132 7.441 -2.204 0.0376 0.0266 0.0350
Br 8.028 3.076 -9.358 -0.0554 -0.0362 -0.0029
Br 7.133 1.272 0.753 0.0304 0.0203 0.2207
Br 1.894 6.185 2.154 -0.0465 -0.1001 0.0502
Br -0.190 4.157 -6.397 0.0207 -0.0096 0.0716
Br 5.027 2.883 -10.412 0.0479 -0.0258 0.0279
Br -6.926 -1.609 1.704 -0.2444 -0.0691 0.1870
Br 5.754 -2.882 -3.135 -0.0285 -0.0668 0.0236
Br 6.458 -3.368 -0.075 0.0639 -0.1379 -0.0299
Br -4.972 9.766 -1.933 -0.0307 -0.0506 0.0286
Br 0.205 2.340 -3.810 0.0078 -0.0170 -0.0057
Br -3.325 4.825 -2.375 -0.0130 -0.0069 0.0490
Br -8.605 -2.100 4.365 0.0281 -0.0300 -0.0634
Br 1.159 5.375 -3.777 -0.0476 -0.0546 -0.0176
S -3.289 -1.111 4.967 0.0441 -0.4002 -1.6427
O -3.127 -0.735 1.123 -0.3418 -0.1444 0.1595
O -2.260 -0.049 4.419 -0.2189 -0.1509 0.2160
O -2.571 -3.757 1.862 -0.2554 0.3542 -0.6493
O -4.619 -0.703 4.749 -1.2079 0.7566 -0.4549
O -2.981 -2.242 3.885 0.1770 0.2735 0.7284
O -2.959 -1.530 6.256 1.0536 -0.4223 1.7656
O -0.306 -3.328 1.515 0.6583 -0.0457 0.5680
O -2.666 1.427 1.982 0.3801 0.2470 -0.0943
C -0.121 4.117 -4.474 0.0656 0.0297 -0.0090
C 0.417 0.691 2.028 0.6752 -0.6080 0.1928
C -2.968 4.584 -0.497 -0.0474 0.0116 0.0085
C 3.102 -1.805 -0.068 0.6847 0.6530 -0.2450
C -5.973 8.407 -1.008 -0.0622 0.0638 -0.0408
C 3.799 -1.257 1.175 0.0383 -0.9171 0.7801
C 3.748 -2.316 2.287 -0.5730 0.4636 -0.2878
C 1.800 5.034 3.695 -0.0366 0.0185 0.0171
C -1.580 -0.545 3.161 0.3031 0.3085 0.8399
C 2.368 -0.786 -0.933 -0.6994 -0.2881 -0.1038
C 8.970 0.733 0.519 0.0261 -0.0113 -0.1347
C -1.627 -2.047 3.416 -0.1909 -0.5079 -0.6478
C 0.680 -0.313 0.920 -0.6481 0.6460 -0.0703
C 6.387 2.071 -9.318 0.0303 0.0014 -0.0632
C -4.167 -0.169 0.311 0.0190 -0.6263 -1.1456
C -7.215 -6.586 -0.720 -0.0073 0.0779 0.0457
C -6.896 -2.310 3.502 -0.0495 -0.0691 0.0940
C 1.559 0.255 -0.174 0.5002 -0.0250 0.0690
C -2.808 -3.990 0.464 -1.1348 -0.2430 -0.0539
C -0.172 0.063 3.285 -0.3062 0.2023 -0.6835
C 6.482 0.602 -4.348 0.0370 0.0659 -0.0041
C -4.298 -3.770 0.265 0.5884 -0.1233 0.4955
C 6.796 -3.917 -1.886 0.0521 0.1044 0.0277
C -3.601 0.457 -0.963 0.3398 0.2220 0.9278
B -1.467 -3.076 2.194 -0.2022 -0.1077 0.1418
B -2.527 0.062 2.024 0.3884 0.0983 -0.0457
H 6.468 -4.941 -1.977 0.0153 -0.0371 -0.0244
H -5.260 7.699 -0.617 0.0469 -0.0556 0.0198
H 9.342 0.459 1.494 0.0072 -0.0055 0.0311
H 4.062 -3.286 1.925 0.3274 -0.2193 0.0736
H -4.580 -3.812 -0.780 -0.1104 0.0298 -0.2224
H -4.782 -1.007 0.012 -0.0648 -0.1844 0.0782
H -2.311 1.744 1.134 -0.4333 0.2730 0.2059
H -4.808 0.499 0.867 0.1218 0.2703 0.3412
H -2.277 -3.287 -0.165 0.5267 0.0533 0.0208
H -3.765 3.971 -0.100 -0.0167 -0.0168 0.0285
H 0.513 -0.696 3.651 0.2026 -0.2572 0.0654
H -2.581 0.108 -1.072 0.2440 -0.2045 -0.2744
H -1.091 4.418 -4.111 -0.0226 0.0036 0.0230
H -8.028 -7.281 -0.864 -0.0092 -0.0373 -0.0179
H -0.271 -0.613 0.485 -0.1993 -0.4308 -0.0987
H -3.536 1.533 -0.852 -0.0934 0.3197 -0.2664
H 2.463 -2.635 0.204 -0.4443 -0.0928 0.1630
H 0.966 0.829 -0.880 -0.1880 0.1753 -0.1541
H -2.568 -5.014 0.203 0.4383 -0.1806 -0.0398
H 1.112 -1.177 1.395 0.2817 -0.4808 -0.0700
H 4.848 -1.033 1.014 0.1315 0.3396 -0.3906
H 3.871 -2.243 -0.693 0.1485 -0.2788 -0.1911
H 2.252 0.965 0.272 0.1392 0.2309 0.1131
H -0.154 1.537 1.676 -0.2447 0.3398 -0.0016
H 2.454 5.451 4.445 0.0293 0.0120 0.0188
H 3.322 -0.377 1.591 -0.0597 0.3836 -0.1757
H 0.451 -3.289 2.119 0.0028 0.3085 -0.4913
H 3.035 -0.288 -1.626 0.3678 0.1970 -0.0593
H 2.702 -2.416 2.571 -0.2433 -0.1864 0.1991
H -6.180 -1.721 4.056 -0.0307 -0.0093 -0.0535
H 1.395 1.076 2.314 -0.0594 0.1157 0.0179
H -4.528 -2.813 0.719 -0.2375 0.0059 -0.1579
H 1.678 -1.344 -1.561 -0.1282 -0.1679 -0.2325
H -4.164 0.191 -1.841 -0.2317 0.0407 -0.2818
H -0.917 -2.279 4.210 0.0301 -0.0201 0.3614
H -4.817 -4.535 0.828 -0.3508 -0.1204 -0.0047
H 6.221 -0.442 -4.430 0.0048 -0.0216 -0.0216
H 6.030 2.088 -8.299 0.0157 -0.0288 0.0380
H 4.279 -2.007 3.177 0.3431 -0.1118 0.1819
H -0.205 0.825 4.051 -0.1807 0.1887 0.2605
```
Forces are in eV/Å.



Q: total charge of number 1 (C17H36NO5PS2)?
A: 0